Entry from the OMol25 dataset: a molecular structure, C30H52EuP2 in a non-equilibrium geometry (wB97M-V/def2-TZVPD).

Last column: Löwdin charge in e.
Geometry (Å):
C1 1.97984 3.24713 1.04041  -0.02
H1 -2.81451 -2.48571 6.10111  0.10
C2 3.04387 0.69744 2.38674  -0.03
H2 -2.50050 4.11063 -6.22552  0.03
C3 -0.78143 3.99093 2.34401  -0.08
H3 -3.20021 -0.62707 -4.09790  0.04
C4 0.73667 0.82637 3.61033  -0.18
C5 2.00742 -2.39797 1.34549  -0.11
H4 0.97968 2.69792 -6.88136  0.05
H5 3.05127 0.37864 1.32535  0.06
H6 -1.04966 3.92019 -7.29212  0.04
H7 4.14558 -2.49793 1.29991  0.11
H8 -4.62263 -2.07932 3.65597  0.09
H9 -0.95292 1.65337 -7.38018  0.08
H10 -1.60834 -1.28568 5.60207  0.06
H11 1.40953 3.66551 -5.42918  0.03
H12 1.20203 -1.07219 -5.14229  0.04
C6 3.29387 -2.80767 0.65203  -0.18
C7 -1.52308 -3.58065 4.07220  -0.05
H13 -1.43631 2.22374 5.25789  0.12
P1 -0.83078 2.68600 -5.16941  0.77
H14 -0.59712 4.65583 3.20279  0.10
H15 -1.86748 3.85576 2.28246  0.05
H16 0.40970 0.31919 -0.20682  0.07
H17 -0.04267 -2.16988 1.41654  0.07
C8 -1.38915 1.40969 -6.40140  -0.47
C9 -2.20647 -1.32614 2.95932  -0.19
H18 3.33852 -3.91855 0.53536  0.12
C10 3.36815 -0.76699 -0.90120  -0.11
H19 3.28122 -0.18600 2.99603  0.07
H20 2.81256 -2.83655 -1.46848  0.10
C11 -1.59362 1.64165 4.32888  -0.05
H21 2.53759 1.01349 -1.68118  0.11
H22 2.28566 2.64951 0.14904  0.08
H23 1.51070 1.89167 -5.36116  0.02
C12 1.22312 2.42547 2.03660  -0.20
H24 0.01402 -0.23117 -6.41579  0.07
H25 0.15486 -2.36760 -4.44537  0.05
C13 0.57529 -1.36262 -4.27191  -0.27
H26 -1.00286 5.04658 -5.86759  0.03
H27 4.48005 -2.55957 -1.12886  0.12
H28 -0.56560 -1.97335 -0.81436  0.10
H29 -1.67865 -0.74251 -6.31210  0.08
H30 0.29732 -0.05174 -1.93530  0.00
H31 -0.41322 4.53689 1.46504  0.07
C14 -2.56637 -1.74062 5.32894  -0.07
H32 -2.27632 -2.07394 -4.59492  0.04
P2 -0.82307 -0.15612 -4.10405  0.80
C15 1.71954 1.28214 2.69377  -0.19
H33 -2.00376 -4.32860 4.72993  0.09
H34 -2.49943 2.03241 3.83938  0.07
C16 0.84407 -0.32974 4.53677  -0.02
C17 0.52784 -1.81551 -0.68048  -0.19
C18 -3.90991 -2.91248 3.61466  -0.06
C19 -2.24190 -0.34290 2.16389  -0.23
C20 3.46912 -2.26959 -0.79084  -0.19
Eu1 -2.29510 1.33848 0.34257  1.55
C21 0.85206 -0.32101 -1.01287  -0.22
H35 -1.85063 0.60796 4.61333  0.04
C22 -0.38729 1.69460 3.49727  -0.22
H36 -0.01438 -1.02022 4.41852  0.05
C23 -2.30152 -1.22740 -3.89325  -0.32
C24 -2.50168 -2.39599 3.94413  -0.63
H37 -4.22818 -3.68282 4.33768  0.09
C25 -0.96265 0.01595 -5.97393  -0.43
C26 -1.39958 4.09548 -6.25797  -0.33
H38 4.32430 -0.24051 -0.78142  0.11
H39 3.88831 1.40788 2.49459  0.10
H40 -2.48356 1.48424 -6.47549  0.08
H41 2.01113 -2.32933 2.47625  0.11
H42 1.36268 4.08612 0.67500  0.07
H43 -3.34227 -0.96579 5.34009  0.09
C27 -0.07322 2.70785 2.53799  -0.29
H44 1.23922 -1.36146 -3.38075  0.01
H45 1.76162 -0.88398 4.33288  0.06
H46 -2.37050 -1.59883 -2.86202  0.02
H47 0.98243 -2.45828 -1.45033  0.09
H48 -0.57263 -3.30263 4.54963  0.08
C28 0.94406 2.73293 -5.78057  -0.30
H49 0.88621 -0.01196 5.60319  0.11
C29 2.33187 0.01713 -1.23689  -0.12
H50 2.90550 3.67652 1.49156  0.11
C30 0.83121 -2.21477 0.74527  -0.10
H51 -1.29392 -4.06556 3.11908  0.08
H52 -3.94461 -3.34635 2.61325  0.09

## Properties
* relative energy (zero: lowest compared OMol25 entry of this formula, charge and spin): 0.000 eV
* 2S+1: 7
* <S²>: 12.02
* highest occupied orbital energy (spin up / spin down): -9.96 / -9.89 eV
* frontier orbital gap (spin up / spin down): 5.702 / 5.726 eV
* net charge: +1